94
Properties=species:S:1:pos:R:3:lowdin_charge:R:1 method="wB97M-V/def2-TZVPD" fmax_ev_per_a=0.2 orbital_gap_ev=7.21 multiplicity=1 relative_energy_kj_mol=0.0 homo_energy_ha=-0.5023 total_charge=+2 energy_ev=-80701.9241
Rh 0.203 0.082 -0.175 0.572
C -0.989 0.699 3.201 -0.159
Si -0.022 -0.433 2.070 0.596
C -0.988 -2.043 1.991 -0.294
C -0.914 -3.017 2.987 -0.069
C -1.798 -4.086 2.999 -0.041
C -2.799 -4.177 2.039 -0.038
C -2.891 -3.219 1.040 -0.071
C -1.965 -2.179 0.996 -0.373
P -1.972 -0.894 -0.275 1.034
C -3.578 -0.065 -0.127 -0.351
C -4.255 0.439 -1.237 -0.083
C -5.446 1.128 -1.066 -0.051
C -5.974 1.312 0.205 -0.048
C -5.315 0.793 1.311 -0.050
C -4.123 0.103 1.145 -0.096
C -1.976 -1.596 -1.944 -0.360
C -2.246 -2.924 -2.255 -0.071
C -2.198 -3.359 -3.574 -0.057
C -1.881 -2.474 -4.592 -0.058
C -1.598 -1.147 -4.292 -0.059
C -1.640 -0.714 -2.977 -0.140
C 1.736 -0.592 2.722 -0.281
C 1.987 -0.840 4.072 -0.072
C 3.291 -0.934 4.546 -0.037
C 4.366 -0.777 3.682 -0.037
C 4.144 -0.529 2.333 -0.048
C 2.838 -0.441 1.867 -0.363
P 2.448 -0.166 0.135 1.002
C 3.915 0.355 -0.756 -0.363
C 4.651 -0.551 -1.521 -0.071
C 5.808 -0.131 -2.161 -0.047
C 6.236 1.183 -2.031 -0.042
C 5.513 2.084 -1.259 -0.052
C 4.355 1.674 -0.623 -0.095
C 1.827 -1.720 -0.557 -0.407
C 1.679 -2.911 0.176 -0.054
C 1.240 -4.059 -0.452 -0.029
C 0.960 -4.044 -1.816 -0.025
C 1.084 -2.876 -2.556 -0.058
C 1.502 -1.716 -1.931 -0.111
H -1.157 0.112 4.112 0.057
H -1.977 0.956 2.823 0.016
H -0.466 1.606 3.499 0.038
H -0.163 -2.945 3.767 0.106
H -1.725 -4.838 3.773 0.120
H -3.511 -4.990 2.075 0.120
H -3.694 -3.272 0.316 0.118
H -3.874 0.288 -2.239 0.099
H -5.969 1.512 -1.931 0.117
H -6.907 1.844 0.332 0.118
H -5.736 0.910 2.300 0.117
H -3.636 -0.328 2.011 0.099
H -2.480 -3.635 -1.475 0.097
H -2.421 -4.393 -3.803 0.120
H -1.853 -2.814 -5.619 0.119
H -1.350 -0.450 -5.082 0.118
H -1.434 0.329 -2.754 0.081
H 1.168 -0.943 4.774 0.109
H 3.468 -1.119 5.597 0.121
H 5.379 -0.843 4.056 0.121
H 4.982 -0.401 1.659 0.115
H 4.329 -1.580 -1.614 0.111
H 6.379 -0.832 -2.754 0.119
H 7.140 1.506 -2.530 0.120
H 5.856 3.104 -1.153 0.118
H 3.809 2.381 -0.007 0.093
H 1.933 -2.933 1.228 0.117
H 1.132 -4.974 0.116 0.124
H 0.640 -4.954 -2.307 0.125
H 0.850 -2.869 -3.611 0.117
H 1.632 -0.808 -2.514 0.119
C -1.546 2.595 0.128 -0.162
N -0.119 2.130 -0.060 -0.191
C 0.736 2.873 0.944 -0.167
N 0.594 4.295 0.817 -0.071
C -0.811 4.665 1.016 -0.131
N -1.663 4.022 0.014 -0.070
C -1.224 4.431 -1.321 -0.135
N 0.176 4.054 -1.548 -0.071
C 0.315 2.629 -1.428 -0.167
C 1.006 4.702 -0.528 -0.135
H -1.874 2.254 1.109 0.112
H -2.148 2.111 -0.638 0.106
H 1.770 2.580 0.765 0.094
H 0.436 2.545 1.937 0.101
H -0.911 5.746 0.935 0.140
H -1.130 4.359 2.014 0.138
H -1.321 5.511 -1.420 0.140
H -1.856 3.952 -2.071 0.136
H 1.360 2.339 -1.567 0.117
H -0.308 2.131 -2.175 0.116
H 0.909 5.783 -0.623 0.140
H 2.051 4.430 -0.685 0.130

22
Properties=species:S:1:pos:R:3:lowdin_charge:R:1 method="wB97M-V/def2-TZVPD" fmax_ev_per_a=9.3 orbital_gap_ev="8.74 / 7.09" s2=3.798 multiplicity=4 relative_energy_kj_mol=0.0 homo_energy_ha="-0.6213 / -0.6362" total_charge=+2 energy_ev=-51580.1584
O -1.359 -2.888 -1.376 0.218
C -0.666 -2.009 -1.060 -0.074
Cr 0.713 -0.435 -1.473 0.360
O 2.464 -1.688 0.710 0.241
C 1.942 -1.349 -0.270 0.009
C 1.771 1.164 -1.342 -0.018
O 2.135 2.223 -1.042 0.248
C -0.634 0.773 -2.302 -0.176
O -0.890 1.846 -2.719 0.197
C 1.327 -1.084 -3.103 -0.006
O 1.693 -1.409 -4.161 0.278
H -1.272 -0.273 -2.205 0.161
N -0.349 1.397 2.590 0.214
C -1.268 0.259 2.299 0.006
C -0.740 -0.409 1.050 -0.504
O -0.999 -1.633 0.845 0.070
O 0.006 0.321 0.315 -0.117
H 0.554 1.015 2.897 0.190
H -0.695 2.001 3.341 0.193
H -0.180 1.971 1.746 0.179
H -1.283 -0.442 3.130 0.165
H -2.272 0.648 2.130 0.167

128
Properties=species:S:1:pos:R:3:lowdin_charge:R:1 method="wB97M-V/def2-TZVPD" fmax_ev_per_a=0.7 orbital_gap_ev=7.61 multiplicity=1 relative_energy_kj_mol=13.2 homo_energy_ha=-0.4537 total_charge=+2 energy_ev=-150825.9458
Sc -0.298 -0.527 1.271 0.833
O -1.460 1.945 4.269 0.132
C -0.760 1.472 3.410 -0.547
O -1.189 0.861 2.335 -0.223
C 0.748 1.523 3.490 -0.202
C 1.342 2.379 4.429 0.033
C 2.703 2.453 4.464 0.032
C 3.460 1.627 3.608 -0.148
C 4.876 1.621 3.639 -0.013
C 5.582 0.763 2.851 -0.051
C 4.897 -0.128 1.996 -0.046
C 3.534 -0.129 1.928 -0.009
C 2.775 0.758 2.724 -0.193
N 1.406 0.748 2.646 0.121
H 0.699 2.963 5.071 0.132
H 3.212 3.123 5.147 0.133
H 5.382 2.304 4.310 0.125
H 6.663 0.755 2.882 0.116
H 5.467 -0.822 1.391 0.112
H 3.003 -0.820 1.296 0.076
Cl -3.413 -1.145 2.358 0.631
C -4.025 0.488 2.009 -0.889
Cl -3.631 0.964 0.352 0.641
H -3.534 1.171 2.692 0.022
H -5.102 0.477 2.123 0.044
N -0.217 -1.890 2.942 -0.374
S 0.717 -3.165 3.237 1.080
C -0.195 -4.191 4.366 -0.380
C -0.926 -5.223 3.787 -0.086
C -1.711 -6.029 4.595 -0.055
C -1.756 -5.801 5.964 -0.046
C -1.016 -4.771 6.531 -0.044
C -0.225 -3.958 5.734 -0.052
C 2.114 -2.663 4.218 -0.404
C 2.083 -1.522 5.003 -0.092
C 3.216 -1.178 5.726 -0.051
C 4.358 -1.964 5.650 -0.046
C 4.377 -3.103 4.857 -0.051
C 3.250 -3.457 4.131 -0.073
H -0.708 -1.582 3.780 0.029
H -0.874 -5.395 2.718 0.103
H -2.278 -6.841 4.161 0.116
H -2.363 -6.435 6.595 0.118
H -1.047 -4.606 7.600 0.119
H 0.368 -3.170 6.178 0.111
H 1.196 -0.902 5.047 0.110
H 3.205 -0.294 6.350 0.118
H 5.239 -1.687 6.215 0.118
H 5.267 -3.714 4.802 0.117
H 3.253 -4.342 3.506 0.115
C 2.486 4.017 -5.784 -0.035
C 1.640 4.734 -4.726 -0.524
C 2.571 5.384 -3.691 -0.037
C 0.858 5.865 -5.406 -0.035
C 0.648 3.745 -4.016 -0.430
O -0.052 4.420 -2.984 -0.002
C -0.341 3.116 -5.008 -0.101
C -1.430 2.224 -4.394 -0.131
C -2.573 2.961 -3.736 -0.247
C -3.585 3.505 -4.520 -0.028
C -4.654 4.186 -3.953 -0.088
C -4.712 4.322 -2.577 -0.668
Cl -6.041 5.159 -1.848 0.693
C -3.716 3.791 -1.770 -0.114
C -2.658 3.115 -2.354 -0.074
C 1.473 2.624 -3.312 -0.021
N 0.987 2.204 -1.998 -0.074
C 0.460 1.046 -1.620 -0.171
N 0.257 1.049 -0.306 0.013
C 0.690 2.296 0.064 -0.159
N 1.149 3.009 -0.926 0.172
H 3.223 4.712 -6.188 0.097
H 1.886 3.659 -6.622 0.085
H 3.041 3.171 -5.371 0.083
H 3.079 6.232 -4.152 0.093
H 3.355 4.713 -3.337 0.079
H 2.011 5.747 -2.830 0.092
H 1.563 6.575 -5.838 0.095
H 0.248 6.421 -4.691 0.094
H 0.222 5.517 -6.220 0.082
H -0.747 4.957 -3.380 0.110
H 0.224 2.529 -5.734 0.121
H -0.837 3.908 -5.572 0.117
H -0.988 1.524 -3.682 0.077
H -1.841 1.614 -5.203 0.124
H -3.545 3.394 -5.599 0.124
H -5.436 4.604 -4.571 0.112
H -3.771 3.916 -0.698 0.096
H -1.869 2.726 -1.718 0.096
H 2.491 2.958 -3.142 0.116
H 1.507 1.734 -3.939 0.140
H 0.236 0.225 -2.283 0.122
H 0.659 2.666 1.073 0.118
C -3.142 -4.030 0.443 -0.072
N -3.735 -2.971 -0.358 -0.196
C -5.160 -2.761 -0.099 -0.052
C -3.012 -2.138 -1.118 -0.687
S -1.301 -1.953 -0.866 0.729
N -3.613 -1.492 -2.118 -0.185
C -3.020 -0.319 -2.745 -0.101
C -4.764 -2.032 -2.841 -0.021
H -3.722 -4.943 0.296 0.105
H -3.165 -3.771 1.504 0.064
H -2.116 -4.201 0.136 0.042
H -5.321 -2.866 0.973 0.081
H -5.785 -3.489 -0.617 0.101
H -5.450 -1.754 -0.389 0.087
H -2.393 0.209 -2.034 0.015
H -3.822 0.344 -3.064 0.105
H -2.423 -0.609 -3.613 0.103
H -4.873 -3.092 -2.638 0.095
H -4.572 -1.905 -3.906 0.104
H -5.689 -1.511 -2.594 0.102
C 2.611 -4.094 -2.012 -0.007
N 1.858 -3.552 -0.881 -0.108
C 0.984 -4.490 -0.187 -0.039
C 1.914 -2.271 -0.551 -0.482
C 2.804 -1.365 -1.355 0.027
O 1.267 -1.809 0.425 -0.208
H 2.649 -5.175 -1.908 0.101
H 3.631 -3.721 -2.027 0.095
H 2.123 -3.855 -2.958 0.108
H 0.347 -4.990 -0.917 0.103
H 0.365 -3.953 0.520 0.027
H 1.585 -5.237 0.334 0.107
H 3.851 -1.642 -1.217 0.105
H 2.670 -0.343 -1.015 0.076
H 2.586 -1.438 -2.421 0.100

18
Properties=species:S:1:pos:R:3:lowdin_charge:R:1 method="wB97M-V/def2-TZVPD" smiles=CCCC1CC1 fmax_ev_per_a=0.3 orbital_gap_ev=11.37 multiplicity=1 relative_energy_kj_mol=106.5 homo_energy_ha=-0.3699 total_charge=0 energy_ev=-6415.8367
C 1.011 -1.979 -0.104 -0.116
C 1.461 -0.728 0.646 -0.271
C 0.369 0.332 0.818 -0.199
C -0.306 0.761 -0.475 -0.324
C -1.219 1.949 -0.445 -0.134
C -1.790 0.572 -0.622 -0.126
H 0.759 -1.749 -1.145 0.067
H 0.123 -2.430 0.354 0.076
H 1.804 -2.734 -0.106 0.068
H 1.812 -1.010 1.646 0.102
H 2.327 -0.289 0.131 0.107
H 0.815 1.207 1.308 0.110
H -0.406 -0.050 1.504 0.116
H 0.300 0.653 -1.370 0.133
H -1.326 2.432 0.521 0.099
H -1.239 2.627 -1.296 0.097
H -2.200 0.316 -1.596 0.096
H -2.295 0.119 0.231 0.099